DFT (ωB97M-V/def2-TZVPD) results for one molecule with the formula C22H30N4O2.

Atoms and positions in Å:
C1 0.108 1.136 -2.940
C2 0.536 -0.103 -2.166
C3 1.981 -0.501 -2.472
N1 2.311 -1.787 -1.878
C4 3.328 -2.519 -2.615
C5 2.732 -3.252 -3.818
C6 3.778 -4.105 -4.524
C7 2.595 -1.701 -0.456
C8 2.178 -2.993 0.260
C9 1.746 -2.731 1.704
N2 0.568 -1.898 1.751
C10 0.590 -0.631 2.228
O1 1.549 -0.185 2.842
C11 -0.638 0.132 1.932
C12 -1.531 -0.100 0.905
C13 -2.493 0.918 0.963
C14 -3.620 1.153 0.092
O2 -3.951 0.491 -0.873
N3 -4.340 2.273 0.458
C15 -4.093 3.103 1.524
C16 -4.953 4.178 1.753
C17 -4.748 5.026 2.818
C18 -3.678 4.808 3.676
C19 -2.816 3.754 3.462
C20 -2.990 2.879 2.383
C21 -2.168 1.749 2.046
N4 -1.031 1.265 2.610
C22 -0.327 1.811 3.741
H1 0.739 1.985 -2.684
H2 0.182 0.965 -4.012
H3 -0.923 1.387 -2.703
H4 -0.112 -0.942 -2.427
H5 0.420 0.092 -1.099
H6 2.089 -0.591 -3.554
H7 2.668 0.294 -2.134
H8 4.145 -1.856 -2.950
H9 3.762 -3.263 -1.945
H10 2.315 -2.533 -4.524
H11 1.913 -3.881 -3.466
H12 4.184 -4.853 -3.845
H13 3.341 -4.617 -5.377
H14 4.599 -3.486 -4.879
H15 2.011 -0.876 -0.048
H16 3.656 -1.481 -0.256
H17 1.342 -3.427 -0.293
H18 2.992 -3.718 0.263
H19 1.537 -3.680 2.209
H20 2.529 -2.201 2.252
H21 -0.224 -2.202 1.208
H22 -1.512 -0.874 0.164
H23 -5.141 2.487 -0.124
H24 -5.786 4.333 1.083
H25 -5.420 5.854 2.987
H26 -3.518 5.465 4.517
H27 -2.004 3.611 4.151
H28 0.597 1.251 3.876
H29 -0.073 2.856 3.557
H30 -0.932 1.731 4.647

Values from the calculation:
- F_max: 0.897 eV/Å
- Energy relative to the best compared isomer or geometry (same formula, charge and spin): 24.4 kcal per mole
- Electronic energy: -1225.8890 Ha
- SMILES string: CCCN(CCC)CCCNC(=O)c1cc2c(=O)[nH]c3ccccc3c2n1C
- LUMO: 0.46 eV
- Gap between HOMO and LUMO: 8.51 eV

=====

DFT (ωB97M-V/def2-TZVPD) results for one molecule with the formula C5H7NO3.

Atoms and positions in Å:
C1 0.796 0.147 0.974
C2 -0.308 -1.839 -0.862
C3 0.267 0.907 2.098
N1 -0.639 -0.420 -0.709
C4 0.202 0.630 -1.130
C5 1.406 0.674 -0.177
O1 -1.978 -0.227 -1.081
O2 -0.241 1.581 -1.741
O3 2.533 1.066 -0.424
H1 -1.959 0.647 -1.524
H2 0.727 -1.984 -0.573
H3 -0.483 -2.140 -1.896
H4 -0.950 -2.414 -0.199
H5 -0.309 1.798 1.826
H6 -0.257 0.303 2.838
H7 1.194 1.271 2.578

Values from the calculation:
- F_max: 0.708 eV/Å
- Energy relative to the best compared isomer or geometry (same formula, charge and spin): 146.8 kcal per mole
- Electronic energy: -475.0150 Ha
- LUMO: -0.52 eV
- Gap between HOMO and LUMO: 8.44 eV

=====

DFT (ωB97M-V/def2-TZVPD) results for C36H30BrCoN4O3S2 as an isolated structure.

Atoms and positions in Å:
Co1 -0.019 -0.695 -0.879
C1 -2.037 -0.354 2.899
C2 -1.726 -0.689 1.464
N1 -0.572 -0.393 0.969
N2 0.286 0.306 1.814
C3 1.538 0.121 1.567
S1 2.290 -0.907 0.422
S2 2.694 1.071 2.512
C4 1.619 2.068 3.583
C5 1.037 3.287 2.919
C6 1.839 4.397 2.666
C7 1.310 5.543 2.096
C8 -0.038 5.596 1.768
C9 -0.841 4.490 1.997
C10 -0.305 3.342 2.564
C11 -2.753 -1.391 0.680
C12 -3.685 -2.182 1.364
C13 -4.686 -2.882 0.721
C14 -4.789 -2.767 -0.668
C15 -3.901 -1.994 -1.376
C16 -2.830 -1.290 -0.749
O1 -2.007 -0.616 -1.460
H1 -1.560 0.583 3.169
H2 -1.626 -1.121 3.563
H3 -3.109 -0.289 3.060
H4 2.260 2.366 4.415
H5 0.837 1.416 3.965
H6 2.895 4.355 2.912
H7 1.951 6.393 1.898
H8 -0.454 6.489 1.317
H9 -1.888 4.510 1.718
H10 -0.924 2.467 2.710
H11 -3.599 -2.279 2.440
H12 -5.374 -3.500 1.284
H13 -5.578 -3.294 -1.197
H14 -3.975 -1.897 -2.453
Br1 -1.930 -6.330 3.765
C17 -1.366 -5.247 2.307
C18 -2.019 -5.359 1.093
C19 -1.616 -4.556 0.038
C20 -0.568 -3.659 0.206
C21 0.074 -3.546 1.435
C22 -0.324 -4.351 2.489
N3 -0.198 -2.793 -0.855
C23 -0.006 -3.284 -2.011
C24 0.262 -2.365 -3.119
C25 0.381 -2.786 -4.431
C26 0.553 -1.822 -5.415
C27 0.589 -0.491 -5.048
C28 0.479 -0.152 -3.705
N4 0.331 -1.074 -2.766
H15 -2.855 -6.034 0.979
H16 -2.169 -4.567 -0.892
H17 0.879 -2.828 1.541
H18 0.171 -4.277 3.448
H19 -0.049 -4.357 -2.202
H20 0.328 -3.840 -4.668
H21 0.648 -2.111 -6.454
H22 0.712 0.291 -5.783
H23 0.503 0.869 -3.355
C29 4.607 0.770 -1.197
C30 3.253 1.007 -1.840
O2 2.830 0.205 -2.655
C31 2.507 2.234 -1.462
C32 3.240 3.428 -1.438
C33 2.650 4.666 -1.279
C34 1.263 4.713 -1.109
C35 0.521 3.558 -1.076
C36 1.101 2.262 -1.219
O3 0.337 1.243 -1.077
H24 4.822 -0.296 -1.236
H25 4.627 1.117 -0.165
H26 5.374 1.302 -1.766
H27 4.313 3.377 -1.583
H28 3.247 5.569 -1.285
H29 0.765 5.668 -0.978
H30 -0.548 3.583 -0.903

Values from the calculation:
- F_max: 0.483 eV/Å
- Energy relative to the best compared isomer or geometry (same formula, charge and spin): 19.4 kcal per mole
- Electronic energy: -6587.8734 Ha
- Multiplicity: 2
- LUMO (spin up / spin down): 1.80 / 1.81 eV
- Gap between HOMO and LUMO (spin up / spin down): 6.02 / 6.02 eV
- Net charge: -1

=====

DFT (ωB97M-V/def2-TZVPD) results for C30H19Cl2F10N5Pd as an isolated structure.

Atoms and positions in Å:
Pd1 0.655 0.529 1.169
C1 1.245 0.050 4.230
N1 0.038 0.149 3.405
C2 -0.592 1.467 3.597
C3 -1.669 1.785 2.573
N2 -1.199 1.462 1.235
C4 -2.006 1.754 0.176
C5 -2.025 0.913 -0.954
F1 -1.246 -0.191 -0.960
C6 -2.832 1.101 -2.055
F2 -2.815 0.208 -3.053
C7 -3.691 2.183 -2.110
F3 -4.479 2.383 -3.173
C8 -3.709 3.050 -1.035
F4 -4.510 4.119 -1.066
C9 -2.889 2.846 0.062
F5 -2.937 3.787 1.024
C10 -0.872 -0.967 3.712
C11 -1.700 -1.463 2.538
N3 -0.831 -2.091 1.571
C12 -1.312 -2.512 0.409
C13 -2.649 -2.434 -0.082
F6 -3.623 -1.950 0.691
C14 -2.989 -2.808 -1.360
F7 -4.246 -2.693 -1.782
C15 -2.020 -3.298 -2.226
F8 -2.346 -3.649 -3.462
C16 -0.707 -3.426 -1.790
F9 0.216 -3.904 -2.628
C17 -0.367 -3.051 -0.515
F10 0.900 -3.156 -0.147
H1 1.001 0.064 5.301
H2 1.768 -0.875 3.993
H3 1.905 0.888 4.008
H4 -1.009 1.549 4.612
H5 0.205 2.207 3.501
H6 -2.591 1.229 2.812
H7 -1.918 2.840 2.711
H8 -0.266 -1.805 4.057
H9 -1.537 -0.678 4.537
H10 -2.436 -2.185 2.911
H11 -2.259 -0.646 2.079
Cl1 3.344 2.715 2.060
C18 4.380 1.392 1.674
C19 5.744 1.557 1.733
C20 6.584 0.490 1.427
C21 6.060 -0.748 1.065
C22 4.698 -0.922 1.006
Cl2 4.043 -2.450 0.556
C23 3.784 0.141 1.305
N4 2.488 -0.027 1.247
H12 6.150 2.518 2.015
H13 7.656 0.624 1.472
H14 6.711 -1.577 0.827
N5 1.368 1.618 -1.062
C24 1.041 1.222 -2.091
C25 0.590 0.685 -3.343
C26 0.718 -0.683 -3.577
C27 0.227 -1.217 -4.755
C28 -0.381 -0.391 -5.692
C29 -0.498 0.972 -5.458
C30 -0.015 1.517 -4.280
H15 1.194 -1.311 -2.835
H16 0.316 -2.280 -4.940
H17 -0.769 -0.814 -6.609
H18 -0.977 1.610 -6.187
H19 -0.114 2.575 -4.075

Values from the calculation:
- F_max: 0.201 eV/Å
- Energy relative to the best compared isomer or geometry (same formula, charge and spin): 0.0 kcal per mole
- Electronic energy: -3475.1044 Ha
- Multiplicity: 5
- LUMO (spin up / spin down): 0.29 / -1.59 eV
- Gap between HOMO and LUMO (spin up / spin down): 7.55 / 5.60 eV

=====

DFT (ωB97M-V/def2-TZVPD) results for C9H4F3N2O3S2 as an isolated structure.

Atoms and positions in Å:
C1 -2.241 -0.838 1.844
N1 -3.219 -0.507 2.382
F1 4.773 -5.651 -4.337
C2 3.629 -5.324 -3.681
F2 3.173 -4.156 -4.191
F3 2.688 -6.278 -3.936
S1 3.996 -5.245 -1.898
N2 2.784 -4.001 -1.673
C3 3.101 -2.618 -1.739
O1 4.070 -2.154 -2.321
C4 1.989 -1.961 -1.003
C5 1.339 -2.880 -0.195
C6 0.256 -2.572 0.614
C7 -0.152 -1.271 0.580
C8 0.485 -0.296 -0.175
C9 1.595 -0.617 -0.975
S2 1.939 -4.512 -0.281
O2 0.870 -5.407 -0.605
O3 2.864 -4.818 0.775
H1 -0.209 -3.382 1.189
H2 -1.170 -1.026 1.237
H3 0.099 0.715 -0.139
H4 2.134 0.127 -1.567

Values from the calculation:
- F_max: 5.361 eV/Å
- Electronic energy: -1776.5310 Ha
- LUMO: 2.33 eV
- Gap between HOMO and LUMO: 6.58 eV
- Net charge: -1

=====

DFT (ωB97M-V/def2-TZVPD) results for C2H3AuFO as an isolated structure.

Atoms and positions in Å:
H1 0.372 -0.796 -0.998
O1 -0.281 0.772 -1.147
C1 0.463 0.868 0.074
C2 0.785 -0.588 0.224
Au1 -1.858 0.873 -1.510
H2 -0.044 1.264 0.974
H3 1.398 1.425 -0.135
F1 0.862 -0.986 1.533

Values from the calculation:
- F_max: 15.742 eV/Å
- Energy relative to the best compared isomer or geometry (same formula, charge and spin): 104.9 kcal per mole
- Electronic energy: -387.5447 Ha
- Multiplicity: 4
- LUMO (spin up / spin down): -11.73 / -16.34 eV
- Gap between HOMO and LUMO (spin up / spin down): 8.53 / 5.85 eV
- Net charge: +2